Entry from OMol25: a 11-piece molecular cluster, C32H56Cl2N4O22 overall (ωB97M-V/def2-TZVPD).

**2S+1**: 2
**E_LUMO (alpha / beta)**: -2.79 / -8.10 eV
**Total charge**: +1

CARTESIAN COORDINATES (ANGSTROEM)
C1 3.401 1.327 3.053
C2 2.156 1.272 3.878
O1 2.309 2.426 4.663
C3 3.532 2.899 4.587
O2 3.946 3.858 5.190
O3 4.182 2.330 3.591
H1 3.013 1.700 2.105
H2 3.811 0.321 2.959
H3 2.085 0.374 4.491
H4 1.295 1.502 3.252
C4 -1.487 0.969 -4.858
C5 -0.320 1.133 -5.762
O4 0.479 2.110 -5.184
C6 0.011 2.430 -3.989
O5 0.606 3.038 -3.147
O6 -1.192 1.944 -3.797
H5 -1.527 -0.015 -4.391
H6 -2.424 1.335 -5.276
H7 -0.590 1.346 -6.796
H8 0.226 0.189 -5.778
C7 2.214 -4.313 3.206
C8 2.788 -3.351 4.225
O7 3.045 -2.141 3.460
C9 2.642 -2.292 2.151
O8 2.612 -1.420 1.300
O9 2.233 -3.581 2.016
H9 1.218 -4.713 3.393
H10 2.839 -5.206 3.233
H11 3.685 -3.887 4.536
H12 2.139 -3.120 5.069
C10 -1.243 -1.184 0.553
C11 -0.724 0.231 0.624
O10 -0.450 0.508 -0.703
C12 -0.182 -0.650 -1.435
O11 0.356 -0.612 -2.545
O12 -0.582 -1.696 -0.662
H13 -2.320 -1.226 0.388
H14 -0.981 -1.785 1.423
H15 0.168 0.269 1.247
H16 -1.350 0.970 1.126
C13 -3.115 3.953 -1.694
C14 -2.665 2.824 -0.742
O13 -3.378 3.019 0.463
C15 -4.285 4.008 0.258
O14 -5.078 4.518 1.061
O15 -4.200 4.508 -0.963
H17 -3.362 3.503 -2.655
H18 -2.410 4.767 -1.861
H19 -1.590 2.847 -0.569
H20 -2.899 1.877 -1.227
C16 3.013 -2.314 -4.359
C17 3.749 -1.249 -3.606
O16 4.613 -2.014 -2.761
C18 4.049 -3.256 -2.593
O17 4.482 -4.117 -1.841
O18 2.980 -3.302 -3.367
H21 3.484 -2.726 -5.251
H22 2.057 -1.854 -4.612
H23 2.989 -0.683 -3.068
H24 4.265 -0.517 -4.228
C19 5.484 4.340 -0.314
C20 4.165 3.686 0.076
O19 3.488 4.160 0.972
N1 3.748 2.657 -0.658
C21 2.514 1.870 -0.504
H25 5.450 5.428 -0.259
H26 5.794 4.231 -1.354
H27 6.318 3.921 0.249
H28 4.364 2.325 -1.386
H29 2.028 2.006 -1.470
H30 2.001 2.336 0.337
H31 2.666 0.815 -0.280
C22 0.744 -4.701 -0.600
C23 -0.421 -4.968 -1.575
O20 -1.445 -5.601 -1.320
N2 -0.173 -4.424 -2.733
C24 -1.172 -4.330 -3.788
H32 1.649 -5.129 -1.032
H33 0.558 -4.964 0.441
H34 0.995 -3.642 -0.651
H35 0.715 -3.944 -2.774
H36 -1.641 -3.347 -3.739
H37 -1.894 -5.146 -3.803
H38 -0.680 -4.491 -4.747
C25 -4.669 0.035 2.780
C26 -4.295 -1.390 3.114
O21 -3.500 -1.904 2.362
N3 -4.797 -1.913 4.187
C27 -4.430 -3.286 4.653
H39 -3.941 0.484 2.105
H40 -4.762 0.570 3.724
H41 -5.582 0.101 2.187
H42 -5.439 -1.368 4.746
H43 -4.069 -3.881 3.814
H44 -5.278 -3.767 5.141
H45 -3.671 -3.276 5.436
C28 0.972 5.707 -1.034
C29 0.129 5.318 0.145
O22 -1.086 5.427 0.137
N4 0.737 4.879 1.251
C30 0.055 4.441 2.470
H46 0.610 5.184 -1.920
H47 2.016 5.505 -0.796
H48 0.897 6.766 -1.280
H49 1.706 4.606 1.167
H50 -0.614 3.615 2.230
H51 -0.449 5.222 3.041
H52 0.834 4.126 3.164
Cl1 -5.649 -3.788 -1.979
C31 -4.559 -3.743 -0.525
C32 -5.500 -3.898 0.729
Cl2 -6.019 -5.572 0.866
H53 -3.975 -2.823 -0.549
H54 -3.873 -4.586 -0.601
H55 -6.424 -3.320 0.734
H56 -4.948 -3.646 1.634

Here are the Löwdin charges for atoms 1 to 99, given in e: -0.145 -0.116 0.073 -0.602 0.156 0.109 0.097 0.127 0.134 0.116 -0.058 -0.139 0.108 -0.615 0.122 0.058 0.125 0.139 0.144 0.130 -0.138 -0.084 0.033 -0.479 0.122 0.052 0.136 0.134 0.131 0.134 -0.061 -0.164 0.007 -0.440 0.108 0.055 0.108 0.136 0.111 0.123 -0.098 -0.141 0.053 -0.536 0.124 0.082 0.129 0.115 0.107 0.132 -0.129 -0.131 0.062 -0.526 0.145 0.054 0.144 0.125 0.109 0.137 0.018 -0.536 0.003 0.044 -0.033 0.088 0.078 0.095 0.144 0.071 0.064 0.083 0.010 -0.565 0.028 0.011 -0.043 0.086 0.076 0.054 0.109 0.076 0.091 0.078 0.017 -0.614 0.014 0.046 -0.021 0.065 0.084 0.091 0.147 0.078 0.086 0.080 0.096 -0.393 0.348